#a
Formula: C7H8O
Source: the Open Molecules 2025 dataset
Level of theory: the ωB97M-V functional and the def2-TZVPD basis

The geometry in XYZ format:
```
16
Properties=species:S:1:pos:R:3:mulliken_charge:R:1
C -2.7806 -1.0896 0.0207 -0.25
C -1.6987 -0.6335 -0.1005 -0.55
C -0.0033 2.1892 0.3372 -0.75
C 1.9928 -1.6070 0.6418 -0.79
C -0.1164 1.2665 -0.6422 -0.37
C 1.0883 -0.5963 0.6779 -0.34
C 0.4923 -0.0753 -0.5148 1.09
O 0.5612 -0.7953 -1.5887 -0.43
H -3.8265 -1.0615 0.1302 0.39
H -0.6790 3.0506 0.2670 0.21
H 0.6178 2.2029 1.2369 0.26
H 2.1780 -1.9604 1.6864 0.25
H 2.3315 -2.1140 -0.2871 0.29
H -0.9293 1.5799 -1.2202 0.29
H 0.7128 -0.0991 1.5819 0.30
H 0.0593 -0.2572 -2.2264 0.39
```

Its total charge is 0. For the frontier orbital gap (alpha / beta), the calculation gives 8.10 / 8.09 eV.

---

#b
Formula: C7H8O
Source: the Open Molecules 2025 dataset
Level of theory: the ωB97M-V functional and the def2-TZVPD basis

The geometry in XYZ format:
```
16
Properties=species:S:1:pos:R:3:mulliken_charge:R:1
C -0.8408 -1.6077 0.7754 -0.35
C 0.4850 -1.0277 1.2977 -0.62
C 0.8816 0.0084 0.1850 0.37
C 1.4773 1.2351 0.1051 -0.81
C -0.1031 1.3869 -1.5712 -0.45
C -0.2281 0.1801 -0.7658 0.49
C -1.2238 -0.6383 -0.3040 -0.66
H -0.7971 -2.6551 0.3464 0.30
H -1.7360 -1.3469 1.4768 0.25
H 0.3610 -0.3406 2.1621 0.21
H 1.3730 -1.6449 1.4721 0.34
H 2.2507 1.7055 0.5924 0.51
H 0.1669 1.3093 -2.5962 0.22
H -0.9134 2.0549 -1.4985 0.27
H -2.2603 -0.6543 -0.7085 0.34
O 1.1072 2.0355 -0.9689 -0.43
```

Its total charge is 0. Its SMILES is C1=C2CCC=C2CO1. For the frontier orbital gap, the calculation gives 8.31 eV.

---

Last place for stability: #a

---

#a
Formula: CH4NO2S
Source: the Open Molecules 2025 dataset
Level of theory: the ωB97M-V functional and the def2-TZVPD basis

The geometry in XYZ format:
```
9
Properties=species:S:1:pos:R:3:mulliken_charge:R:1
C -1.1967 -0.9833 0.1007 -0.82
N 0.1633 1.4702 0.4351 -0.56
O 1.0716 0.0407 -1.3705 -0.68
O 1.5197 -0.5994 0.9316 -0.64
S 0.5283 -0.1060 -0.0089 0.87
H -0.7517 -1.7673 0.6383 0.15
H -1.4066 -1.4383 -0.9917 0.11
H -0.7875 1.4018 0.3414 0.28
H 0.8595 1.9816 -0.0760 0.28
```

Its total charge is -1. Its SMILES is C=[S@](N)(=O)[O-]. For the frontier orbital gap, the calculation gives 7.46 eV.

---

#b
Formula: CH4NO2S
Source: the Open Molecules 2025 dataset
Level of theory: the ωB97M-V functional and the def2-TZVPD basis

The geometry in XYZ format:
```
9
Properties=species:S:1:pos:R:3:mulliken_charge:R:1
C -0.7028 -0.3158 0.3650 -1.09
N 2.1515 1.5722 -0.3700 -0.54
O 2.8373 -0.1706 1.2214 -0.58
O 1.3538 1.7935 1.9004 -0.49
S 1.8260 0.8585 0.9052 0.61
H -0.8841 -1.0207 -0.4102 0.26
H -0.8150 -0.5723 1.3773 0.32
H -1.2033 0.6203 0.3093 0.30
H 2.5478 0.9203 -1.1220 0.22
```

Its total charge is -1. For the frontier orbital gap (alpha / beta), the calculation gives 7.90 / 6.96 eV.

---

Last place for stability: #b